Record 1
Molecular formula: C4H7NS2
Method: DFT, ωB97M-V with the def2-TZVPD basis set

Calculated values
- SMILES = CSC(=S)[C@H]1CN1
- strongest force on any atom (eV/Å) = 1.94
- DFT total energy (eV) = -27420.407
- relative energy (zero: lowest compared OMol25 entry of this formula, charge and spin) (kcal per mole) = 33.2
- HOMO-LUMO gap (eV) = 8.5

XYZ file:
```
14
Properties=species:S:1:pos:R:3:forces:R:3:nbo_charge:R:1
C 2.0953 -1.4953 -1.2533 -0.570 0.260 1.838 -0.75
S 0.5692 -0.5155 -1.4304 0.133 0.239 0.767 0.36
C 0.1313 -0.4599 0.2710 -0.179 -0.474 0.309 -0.29
S 0.7674 -1.4178 1.4446 0.180 0.342 -0.264 -0.04
C -1.0431 0.3760 0.6982 -0.242 -0.341 0.326 -0.17
C -1.1906 1.8613 0.7113 0.333 -0.401 -1.425 -0.23
N -1.8835 0.9900 -0.2948 1.452 1.048 -0.125 -0.58
H 1.8142 -2.4923 -0.8355 0.485 0.647 -0.770 0.25
H 2.6449 -0.9696 -0.4395 -0.102 -0.508 -0.634 0.24
H 2.6756 -1.4656 -2.1556 -0.044 -0.256 -0.510 0.23
H -1.5431 -0.0821 1.5536 0.186 -0.057 -0.242 0.22
H -0.4133 2.5436 0.3378 -0.382 -0.595 -0.090 0.21
H -1.7774 2.2764 1.4994 -0.318 0.077 0.504 0.20
H -2.8469 0.8508 -0.1070 -0.933 0.018 0.315 0.36
```
Forces are in eV/Å.


Record 2
Molecular formula: C4H7NSi
Method: DFT, ωB97M-V with the def2-TZVPD basis set

Calculated values
- strongest force on any atom (eV/Å) = 5.00
- DFT total energy (eV) = -13623.806
- relative energy (zero: lowest compared OMol25 entry of this formula, charge and spin) (kcal per mole) = 58.5
- HOMO-LUMO gap (eV) = 8.0

XYZ file:
```
13
Properties=species:S:1:pos:R:3:forces:R:3:nbo_charge:R:1
C 2.3734 0.2450 -0.2234 -2.499 -4.328 0.227 -0.17
C 2.0270 -1.1798 -0.0600 -1.518 1.765 -1.419 -0.28
C 0.6160 -0.5670 -0.0569 1.575 -0.577 0.316 0.32
C 1.0832 0.7444 0.4016 0.736 1.841 0.443 -0.51
N -0.6864 -0.8102 -0.4179 2.073 -0.632 0.199 -0.97
Si -2.1892 -0.1075 0.0724 1.225 2.509 0.294 1.06
H 3.2020 0.5504 -0.8393 0.057 0.783 0.248 0.23
H 1.1796 0.7238 1.4715 -0.080 0.591 0.567 0.21
H 0.6318 1.6721 0.0706 -0.428 0.288 -0.165 0.19
H -0.8330 -1.6655 -0.8791 0.396 -1.526 -0.807 0.40
H -1.5255 0.7729 1.1738 -1.331 -0.397 -0.702 -0.16
H -3.2894 -0.9788 0.4713 0.133 -0.410 0.225 -0.16
H -2.5897 0.6001 -1.1846 -0.340 0.093 0.573 -0.17
```
Forces are in eV/Å.


Record 3
Molecular formula: C4H7NaO3
Method: DFT, ωB97M-V with the def2-TZVPD basis set

Calculated values
- strongest force on any atom (eV/Å) = 2.49
- DFT total energy (eV) = -14819.141
- relative energy (zero: lowest compared OMol25 entry of this formula, charge and spin) (kcal per mole) = 7.5
- HOMO-LUMO gap (eV) = 6.2

XYZ file:
```
15
Properties=species:S:1:pos:R:3:forces:R:3:nbo_charge:R:1
H 2.5375 -1.2445 1.1404 -0.111 0.311 -0.092 0.14
O -0.4397 0.8844 0.1102 -0.616 0.023 0.196 -0.51
C 0.8699 0.7268 0.0290 1.514 0.710 -1.842 1.01
O 1.5904 1.7247 0.0756 -0.347 -0.392 0.651 -0.73
Na 4.0814 1.3826 -0.1693 -1.056 -0.614 0.214 0.86
O 1.2824 -0.4781 -0.3219 -0.584 0.298 1.133 -0.56
C 2.6680 -0.7773 0.1483 1.202 -0.547 -0.308 -0.69
H 2.9656 -1.6415 -0.4742 -0.234 0.363 -0.021 0.15
C -1.3125 -0.2337 -0.1321 0.246 -0.387 0.015 -0.07
H -1.1223 -0.6186 -1.1426 -0.023 0.047 0.255 0.19
H -1.0785 -1.0268 0.5899 -0.057 0.142 -0.206 0.19
C -2.7371 0.2441 0.0116 -0.190 0.080 0.013 -0.63
H -2.9158 0.6670 1.0093 0.063 -0.086 -0.274 0.22
H -2.9759 1.0013 -0.7472 0.058 -0.166 0.240 0.21
H -3.4133 -0.6105 -0.1270 0.136 0.220 0.025 0.21
```
Forces are in eV/Å.


Record 4
Molecular formula: C4H7O
Method: DFT, ωB97M-V with the def2-TZVPD basis set

Calculated values
- strongest force on any atom (eV/Å) = 4.01
- DFT total energy (eV) = -6295.881
- net charge = +1
- relative energy (zero: lowest compared OMol25 entry of this formula, charge and spin) (kcal per mole) = 81.2
- HOMO-LUMO gap (eV) = 9.5

XYZ file:
```
12
Properties=species:S:1:pos:R:3:forces:R:3:nbo_charge:R:1
C -1.3042 0.2746 0.0942 -0.583 0.916 -0.132 -0.16
C -1.9002 -0.7658 0.2032 -1.026 -2.678 2.632 -0.12
C -0.5372 1.5253 -0.0701 -0.063 -3.928 0.818 -0.08
C 1.4422 0.0168 0.1689 0.038 0.367 -0.820 0.40
O 0.8699 0.9681 -0.3582 0.900 1.902 -0.818 -0.34
H -2.3688 -1.7479 0.7694 1.278 3.030 -2.291 0.32
H 0.4379 -1.8292 -0.6553 -0.183 -0.195 -0.204 0.05
H -0.8599 2.1862 -0.8182 0.150 0.485 -1.556 0.27
H -0.3828 2.0644 0.8179 0.049 0.602 1.337 0.25
H 0.9729 -0.6962 0.7627 -1.129 -0.540 1.746 0.20
H 1.1509 -1.8203 -0.8543 0.178 -0.355 -0.357 0.00
H 2.4792 -0.1760 -0.0601 0.393 0.395 -0.355 0.22
```
Forces are in eV/Å.


Record 5
Molecular formula: C4H7O2
Method: DFT, ωB97M-V with the def2-TZVPD basis set

Calculated values
- SMILES = CCCC(=O)[O-]
- strongest force on any atom (eV/Å) = 0.73
- DFT total energy (eV) = -8358.034
- net charge = -1
- relative energy (zero: lowest compared OMol25 entry of this formula, charge and spin) (kcal per mole) = 1.0
- HOMO-LUMO gap (eV) = 7.8

XYZ file:
```
13
Properties=species:S:1:pos:R:3:forces:R:3:nbo_charge:R:1
C -1.1083 -1.3718 -0.4110 0.119 0.221 0.186 -0.60
C -0.5330 -0.2157 0.4079 0.235 0.205 -0.099 -0.40
C 0.4357 0.6689 -0.3887 0.178 -0.234 0.436 -0.52
C 1.4369 1.4190 0.5398 0.385 0.028 -0.621 0.76
O 2.1685 0.6792 1.2351 -0.145 -0.024 0.323 -0.80
O 1.4792 2.6617 0.4042 -0.117 0.090 0.228 -0.79
H -1.6225 -1.0190 -1.3042 -0.112 -0.002 -0.089 0.19
H -0.2754 -1.9992 -0.7262 0.036 -0.091 -0.165 0.19
H -1.7836 -2.0083 0.1630 -0.139 0.045 0.048 0.19
H -1.3022 0.4038 0.8882 -0.059 -0.146 -0.195 0.18
H 0.0724 -0.6322 1.2108 0.012 -0.073 0.177 0.22
H 1.0655 0.0004 -0.9903 -0.106 0.114 -0.126 0.19
H -0.0334 1.4134 -1.0286 -0.289 -0.135 -0.102 0.19
```
Forces are in eV/Å.


Record 6
Molecular formula: C4H7O2S
Method: DFT, ωB97M-V with the def2-TZVPD basis set

Calculated values
- strongest force on any atom (eV/Å) = 2.00
- DFT total energy (eV) = -19190.029
- net charge = -1
- relative energy (zero: lowest compared OMol25 entry of this formula, charge and spin) (kcal per mole) = 75.2
- HOMO-LUMO gap (eV) = 4.4

XYZ file:
```
14
Properties=species:S:1:pos:R:3:forces:R:3:nbo_charge:R:1
O -1.2837 1.6376 -1.5466 -0.244 -0.541 0.483 -0.80
C -2.0005 0.8948 -0.8110 0.874 0.774 -0.385 0.76
O -3.1903 1.0288 -0.4923 -0.514 0.137 0.006 -0.77
C -1.3268 -0.3524 -0.1857 -0.715 0.188 -0.142 -0.53
C 0.1251 -0.5719 -0.5564 0.418 -0.980 0.395 -0.43
C 1.0121 0.3969 0.2054 -0.003 0.270 -1.490 -0.43
S 2.9791 -1.3294 1.5054 -0.966 0.935 -0.437 -0.24
H -1.4204 -0.2237 0.8994 0.064 -0.100 -0.031 0.20
H -2.0567 -1.1327 -0.4384 0.642 -0.346 -0.027 0.22
H 0.3331 -0.5743 -1.6261 -0.239 0.520 -0.018 0.23
H 0.4595 -1.5668 -0.2469 -0.270 -0.179 0.043 0.20
H 1.7528 0.9336 -0.3795 -0.052 -0.011 -0.041 0.22
H 1.5931 -0.1090 1.0214 1.119 -1.160 1.185 0.14
H 0.4125 1.0848 0.7706 -0.112 0.493 0.458 0.24
```
Forces are in eV/Å.


Record 7
Molecular formula: C4H7O3P
Method: DFT, ωB97M-V with the def2-TZVPD basis set

Calculated values
- strongest force on any atom (eV/Å) = 3.41
- DFT total energy (eV) = -19691.829
- relative energy (zero: lowest compared OMol25 entry of this formula, charge and spin) (kcal per mole) = 36.0
- HOMO-LUMO gap (eV) = 9.7

XYZ file:
```
15
Properties=species:S:1:pos:R:3:forces:R:3:nbo_charge:R:1
C 0.7387 0.7441 0.5788 -0.724 2.192 0.339 0.95
C 1.0443 -1.5922 -0.1548 -0.200 -0.206 0.580 -0.60
C -0.3432 0.0054 -1.4313 0.510 -2.124 -1.351 -0.58
C 0.0823 -0.3988 -0.0209 0.229 -1.136 1.524 -0.39
O 1.7466 1.2913 0.5883 -0.392 0.037 0.542 -0.41
O -2.8000 2.5610 2.0580 -1.382 0.534 0.907 -1.04
O -0.8076 1.6928 1.2173 2.976 -1.547 -0.627 -1.06
P -1.6351 1.8260 2.5470 0.463 0.063 -1.147 1.48
H 0.3787 -2.3050 -0.6559 0.309 -0.721 0.942 0.23
H 1.7621 -1.4459 -0.9246 0.979 0.602 -0.489 0.22
H 1.5885 -1.8958 0.7942 -1.095 0.059 -1.184 0.23
H 0.5972 0.4076 -1.8994 -0.941 -0.511 0.102 0.22
H -0.6671 -0.9873 -2.0075 0.620 2.307 1.150 0.23
H -1.0881 0.7588 -1.5123 -0.756 0.449 0.188 0.25
H -0.5973 -0.6620 0.8230 -0.597 0.004 -1.475 0.27
```
Forces are in eV/Å.


Record 8
Molecular formula: C4H7OP
Method: DFT, ωB97M-V with the def2-TZVPD basis set

Calculated values
- SMILES = C#CP(C)(C)=O
- strongest force on any atom (eV/Å) = 3.87
- DFT total energy (eV) = -15595.851
- relative energy (zero: lowest compared OMol25 entry of this formula, charge and spin) (kcal per mole) = 36.6
- HOMO-LUMO gap (eV) = 11.1

XYZ file:
```
13
Properties=species:S:1:pos:R:3:forces:R:3:nbo_charge:R:1
C -1.1955 -2.1299 0.7984 1.127 1.454 -0.190 -0.15
C -0.4290 -1.2340 0.5164 0.060 -1.855 -0.063 -0.45
P 0.8068 -0.0095 0.1540 -2.124 2.199 -1.436 1.85
C -0.1793 1.2446 1.1102 0.384 0.749 0.702 -0.99
C 0.4515 0.2232 -1.7987 2.544 -0.624 2.845 -0.92
O 2.2424 -0.2261 0.4192 -0.532 -0.197 0.215 -1.04
H -1.8598 -2.8471 1.1741 -0.524 -0.553 0.066 0.24
H 0.3236 2.1908 1.3609 0.272 -0.419 -0.183 0.25
H -1.0473 1.5492 0.5411 -0.167 -0.181 -0.607 0.24
H -0.6247 0.8618 2.0502 0.696 -0.185 -0.455 0.25
H -0.2113 -0.5761 -1.9178 -1.264 -0.945 -0.789 0.23
H 0.2631 1.1028 -2.3903 -0.304 0.526 0.560 0.25
H 1.4595 -0.1498 -2.0176 -0.171 0.032 -0.665 0.24
```
Forces are in eV/Å.


Q: Among the records above, which one has the highest DFT total energy?
A: C4H7O